C5H4O | wB97M-V/def2-TZVPD

SMILES string	C#CC#CCO
max |F|	1.18	eV Å⁻¹
spin multiplicity	1
LUMO (alpha / beta)	-0.654 / -0.654	eV
gap between HOMO and LUMO (alpha / beta)	8.9 / 8.9	eV
HOMO energy (alpha / beta)	-9.60 / -9.60	eV
ΔE to the lowest compared entry with this formula, charge and spin	420.2	kJ/mol

```
10
Properties=species:S:1:pos:R:3:forces:R:3
C 2.5981 0.9006 0.6443 -0.1223 0.0394 -0.2594
C 1.6497 0.6176 -0.0425 0.6354 0.4216 -0.1192
C 0.5530 0.3466 -0.8028 0.2745 0.8461 -0.7785
C -0.5679 0.1094 -1.2527 0.6714 -0.2241 0.6344
C -1.2109 -0.8285 -0.2235 0.0596 -0.6982 0.3254
O -2.2797 -0.2241 0.4491 -0.3306 0.1141 -0.0477
H 3.4497 1.2060 1.2031 -0.0072 -0.1167 0.1150
H -1.5069 -1.7695 -0.6806 -0.3449 0.0691 -0.1809
H -0.3927 -1.0720 0.4781 -0.8307 -0.2855 0.2574
H -2.2924 0.7139 0.2276 -0.0051 -0.1657 0.0534
```
Forces are in eV/Å.